DFT (ωB97M-V/def2-TZVPD) results for a single C22H24N4O molecule in a non-equilibrium geometry.

XYZ file:
```
51
Properties=species:S:1:pos:R:3:mulliken_charge:R:1
C -5.64195 -1.11230 1.36605 -1.094
H -5.90057 -0.23456 1.95375 0.318
H -4.76590 -1.57390 1.81365 0.299
H -6.47026 -1.81457 1.40971 0.383
C -5.36248 -0.71899 -0.08604 -0.940
N -4.27165 0.22251 -0.20656 0.274
C -2.97507 -0.18269 -0.35011 2.101
C -2.60204 -1.53145 -0.18969 -0.227
C -1.29935 -1.93752 -0.33647 -1.557
C -0.28567 -1.02664 -0.65153 0.677
C -0.64527 0.31444 -0.80613 -1.370
C -1.94826 0.72704 -0.66206 -0.564
H -2.16724 1.77208 -0.80631 0.253
H 0.11691 1.04331 -1.04521 0.362
C 1.08633 -1.42989 -0.79955 -0.181
N 1.44630 -2.64088 -0.61136 -0.662
N 2.75397 -3.00849 -0.68735 -0.010
C 3.90376 -2.35314 -0.35779 -0.094
O 4.98029 -2.89269 -0.53212 -0.646
C 3.75078 -1.02103 0.30223 0.114
C 3.06679 -0.92314 1.48770 0.281
C 2.93533 0.33695 2.11227 0.439
N 3.45205 1.42710 1.61290 -0.657
C 4.15779 1.36053 0.46570 -0.034
C 4.71812 2.54775 -0.04796 -0.483
C 5.43524 2.52502 -1.21184 -0.511
C 5.62283 1.32330 -1.91177 -0.680
C 5.08876 0.15427 -1.44289 -0.793
C 4.35032 0.14393 -0.24453 1.063
H 5.24041 -0.77463 -1.97193 0.407
H 6.19494 1.32715 -2.82781 0.404
H 5.86495 3.43598 -1.60271 0.390
H 4.56185 3.45973 0.50670 0.470
C 2.16168 0.45577 3.38679 -1.316
H 2.16041 1.48978 3.71794 0.357
H 1.13602 0.12304 3.23274 0.311
H 2.60869 -0.17023 4.15730 0.336
H 2.61220 -1.79278 1.93963 0.467
H 2.87162 -3.98511 -0.93694 0.293
H 1.79091 -0.63775 -1.06818 0.413
H -1.03354 -2.97472 -0.20641 0.420
H -3.33941 -2.27428 0.06638 0.270
C -4.64192 1.61988 -0.17584 -0.938
C -4.92681 2.18376 -1.56947 -1.088
H -5.20494 3.23200 -1.49836 0.382
H -5.74281 1.63990 -2.03971 0.319
H -4.04979 2.09523 -2.20500 0.297
H -3.85200 2.19731 0.31002 0.498
H -5.53936 1.71648 0.44178 0.371
H -5.14629 -1.60846 -0.68232 0.502
H -6.25665 -0.25442 -0.51131 0.375
```

total energy	-1146.99362	a.u.
lowest unoccupied orbital energy	0.166	eV
HOMO	-7.449	eV
orbital gap	7.61	eV

DFT (ωB97M-V/def2-TZVPD) results for a single C22H24N4O3 molecule.

XYZ file:
```
53
Properties=species:S:1:pos:R:3:mulliken_charge:R:1
O -0.17647 -2.94030 1.04860 -0.698
C -0.46063 -1.79288 0.74755 0.666
N -1.39672 -1.50497 -0.17647 0.183
C -1.86197 -0.18646 -0.55541 -0.491
C -3.35101 -0.14076 -0.41054 1.226
C -4.11075 -1.26519 -0.25862 -0.516
N -5.43211 -0.92008 -0.14109 -0.034
C -5.54120 0.44202 -0.22010 -0.466
C -6.66001 1.26055 -0.15791 -0.785
C -6.46366 2.62088 -0.26961 -0.492
C -5.18551 3.15923 -0.43919 -0.738
C -4.07023 2.35438 -0.50253 -0.402
C -4.23841 0.97473 -0.39254 0.548
H -3.08516 2.77629 -0.63528 0.497
H -5.07757 4.23066 -0.52227 0.386
H -7.31312 3.28606 -0.22565 0.378
H -7.64833 0.84481 -0.02690 0.385
H -6.19472 -1.56286 -0.01309 0.190
C -3.56570 -2.64946 -0.22017 -0.720
H -3.53520 -3.01890 0.80978 0.254
H -4.17743 -3.33750 -0.80793 0.433
C -2.13994 -2.59164 -0.78598 -1.057
H -2.17944 -2.41997 -1.86613 0.358
H -1.60416 -3.51932 -0.58047 0.504
H -1.57566 0.00383 -1.60060 0.074
H -1.38467 0.57764 0.05365 0.300
C 0.25498 -0.62055 1.41593 -0.890
N 0.88264 0.25740 0.44247 0.143
C 1.87231 -0.40170 -0.38762 -1.212
H 1.46064 -1.34462 -0.75061 0.439
C 3.20554 -0.67202 0.33562 -0.688
N 3.71028 0.55861 0.89963 0.079
C 4.81561 1.23205 0.49760 0.737
O 5.03954 2.38153 0.83446 -0.666
C 5.79848 0.47227 -0.31842 0.227
C 6.38234 -0.75581 -0.13643 -0.373
C 7.37636 -0.87083 -1.13346 -0.459
C 7.32679 0.29179 -1.84165 -0.490
O 6.38767 1.10695 -1.35082 -0.325
H 7.88580 0.63898 -2.68792 0.483
H 8.03324 -1.70045 -1.29532 0.434
H 6.14661 -1.47366 0.62278 0.541
C 2.75763 1.22704 1.76499 -0.938
C 1.44386 1.47006 1.01185 -0.919
H 0.71018 1.92582 1.67951 0.459
H 1.63554 2.15914 0.18348 0.406
H 3.19962 2.17374 2.07800 0.517
H 2.58241 0.59974 2.64565 0.314
H 3.92239 -1.08185 -0.37349 0.701
H 3.05028 -1.39965 1.13991 0.123
H 2.06308 0.25190 -1.24505 0.454
H 0.96096 -1.06843 2.13087 0.422
H -0.47501 -0.03825 1.98698 0.502
```

total energy	-1297.50107	a.u.
lowest unoccupied orbital energy	0.679	eV
HOMO	-7.916	eV
orbital gap	8.59	eV

DFT (ωB97M-V/def2-TZVPD) results for C22H24NO4SSc as an isolated structure in a non-equilibrium geometry.

XYZ file:
```
53
Properties=species:S:1:pos:R:3:mulliken_charge:R:1
Sc 0.62385 -0.28868 -0.22756 0.689
C 1.31855 -1.94208 1.39904 -0.842
C -0.08775 -1.94418 1.42104 -0.400
C -0.54615 -2.39308 0.17144 -0.751
H -0.70375 -1.60408 2.23234 0.789
C 0.57605 -2.67658 -0.62786 -0.455
C 1.72985 -2.40238 0.12934 -0.743
H 2.74565 -2.52488 -0.20196 0.615
H 1.95965 -1.62728 2.20414 0.610
H -1.57285 -2.42408 -0.14656 0.435
H 0.55595 -2.99168 -1.65666 0.441
C 2.12205 1.46872 0.51504 -0.427
C 2.92305 0.37472 0.17694 -0.782
C 2.75875 0.12472 -1.20746 -0.834
H 3.52545 -0.20248 0.85574 0.571
C 1.90335 1.11652 -1.72526 -0.095
C 1.48885 1.93002 -0.66576 -1.059
H 0.77395 2.73132 -0.71396 0.443
H 1.96925 1.86562 1.50264 0.973
H 3.22495 -0.66158 -1.77536 0.538
H 1.55785 1.16822 -2.74346 0.562
O -0.51025 -0.31258 -1.67366 -0.366
C -0.13245 0.00172 -4.63596 0.793
C -1.38955 0.20172 -3.86676 -0.965
C 0.33815 -1.37528 -4.91486 -1.273
C 0.49025 1.15602 -5.32766 -1.397
C -1.16435 0.66952 -2.42476 -0.472
H -1.97345 -0.72168 -3.82396 0.344
H -2.01955 0.95452 -4.35046 0.433
H -0.61765 1.61732 -2.42586 0.200
H -2.12825 0.86522 -1.94196 0.323
H -0.16075 -1.81428 -5.79216 0.317
H 0.12845 -2.03838 -4.07666 0.175
H 1.40905 -1.41008 -5.12186 0.323
H 0.04685 1.33292 -6.31946 0.380
H 1.55875 1.01032 -5.49376 0.329
H 0.36045 2.08502 -4.76936 0.340
O -2.43415 0.28052 1.21004 -0.747
C -1.59685 0.58582 2.04624 -0.259
N -0.26015 0.66342 1.73554 0.207
S 0.52695 1.06502 3.28324 0.682
O 1.83065 0.27492 3.46864 -0.674
O 0.85915 2.56652 3.25694 -0.742
C -0.79655 0.79022 4.31834 0.543
C -0.80395 0.75962 5.70804 -0.771
C -2.02605 0.53502 6.34644 -0.430
C -3.19505 0.35402 5.58084 -0.607
C -3.14605 0.39312 4.16844 -0.543
C -1.91685 0.61612 3.53204 0.100
H 0.11145 0.89772 6.27604 0.349
H -2.05935 0.49482 7.43024 0.348
H -4.13115 0.17552 6.09124 0.345
H -4.04445 0.22862 3.59094 0.439
```

charge	-2
total energy	-2367.34647	a.u.
lowest unoccupied orbital energy (alpha / beta)	4.470 / 4.403	eV
HOMO (alpha / beta)	-1.811 / 1.750	eV
orbital gap (alpha / beta)	6.28 / 2.65	eV

DFT (ωB97M-V/def2-TZVPD) results for C22H25BF4NOTi as an isolated structure in a non-equilibrium geometry.

XYZ file:
```
55
Properties=species:S:1:pos:R:3:lowdin_spin:R:1
C 2.57417 -0.27805 3.25947 0.016
C 2.31144 -0.93924 1.99694 0.002
C 1.81243 0.02628 1.06786 -0.004
H 2.48658 -1.99223 1.78066 0.000
C 1.80260 1.28354 1.71335 -0.001
C 2.24708 1.11956 3.06887 0.003
H 1.50532 2.20665 1.21247 0.000
C -1.43616 -1.76020 2.92877 0.007
C -0.23043 -2.33531 2.33581 -0.002
C -0.28309 -1.98325 0.92902 -0.008
H 0.41804 -3.06929 2.81487 0.000
C -1.47108 -1.26414 0.62026 0.024
C -2.13894 -1.08230 1.86757 -0.012
H 1.56898 -0.13313 0.00939 0.000
H 2.33220 1.89195 3.83077 0.001
H 2.92728 -0.74101 4.16330 0.005
H -3.01403 -0.43848 1.97296 -0.001
H 0.41686 -2.34197 0.18064 -0.001
H -1.81830 -2.01822 3.94232 0.002
Ti 0.41206 -0.27533 2.97785 0.861
C -2.12322 -1.24916 -0.78223 0.003
C -3.38859 -2.10547 -0.59402 0.001
C -1.26243 -2.01251 -1.79024 0.000
H -3.08590 -3.15564 -0.47355 0.000
H -4.01074 -1.99743 -1.48748 0.000
H -3.96608 -1.78848 0.28386 0.000
H -0.94233 -2.95069 -1.32571 0.000
H -0.38017 -1.47289 -2.14136 0.000
H -1.87362 -2.27548 -2.66096 0.000
C -2.64931 0.12066 -1.42439 0.001
C -1.73629 1.29746 -1.81635 0.000
H -3.32066 0.54982 -0.66985 0.000
H -3.29886 -0.15838 -2.27849 0.000
O -1.34011 2.08807 -0.95914 0.000
N -1.47833 1.60632 -3.16303 0.000
C -0.45634 2.69329 -3.27146 0.000
H -2.32300 1.97435 -3.57996 0.000
C 0.87881 2.02872 -3.11327 0.000
C 1.96250 2.63137 -2.45456 0.000
H 1.78294 3.54036 -1.87833 0.000
C 3.24483 2.06050 -2.52634 0.000
H 4.11288 2.56117 -2.05040 0.000
C 3.43185 0.84661 -3.22320 0.000
H 4.44486 0.43396 -3.36205 0.000
C 2.31017 0.14064 -3.71608 0.000
H 2.43586 -0.85689 -4.17367 0.000
C 1.04136 0.74313 -3.63069 0.000
H 0.16138 0.20358 -3.98012 0.000
H -0.56705 3.47995 -2.48512 0.000
H -0.55989 3.15991 -4.28774 0.000
F -0.70154 1.23408 2.95803 -0.002
B 0.30427 0.20729 5.83028 0.038
F 0.76500 1.45539 5.97389 0.010
F -1.01049 -0.06810 5.84896 0.013
F 1.17525 -0.84137 5.73160 0.042
```

spin multiplicity	2
total energy	-2257.25424	a.u.
lowest unoccupied orbital energy (alpha / beta)	0.320 / 0.148	eV
HOMO (alpha / beta)	-7.477 / -7.981	eV
orbital gap (alpha / beta)	7.80 / 8.13	eV